The molecule C3H8NO5P at a distorted geometry, computed with ωB97M-V with the def2-TZVPD basis set.

Output
orbital gap = 10.0614 eV
structure (SMILES) = COCNC(=O)OP(O)O
energy above the lowest of the compared OMol25 structures with the same formula, charge and spin = 0.000 eV
total energy = -891.4199 hartree

Each line ends with the Mulliken charge.
Positions of all 18 atoms, in Å:
1 C -0.3036 2.0358 1.0086  -0.44
2 O -1.3201 1.1544 1.5630  -0.40
3 C -1.1731 -0.1949 1.0658  -0.15
4 N -1.7869 -0.3250 -0.2852  -0.16
5 C -0.8072 -0.4276 -1.3658  0.46
6 O -1.2190 -0.9014 -2.4606  -0.54
7 O 0.5437 0.0086 -1.2864  -0.11
8 P 1.6675 -1.2620 -1.6113  0.31
9 O 3.1938 -0.5640 -1.1710  -0.47
10 O 1.4611 -2.5804 -0.5353  -0.45
11 H 0.7329 1.6233 1.2427  0.19
12 H -0.4009 3.0866 1.4573  0.25
13 H -0.4823 2.1329 -0.1172  0.19
14 H -1.7727 -0.8832 1.7708  0.24
15 H -0.0714 -0.4801 1.1199  0.12
16 H -2.4649 0.4263 -0.4809  0.31
17 H 3.2530 -0.5148 -0.1837  0.31
18 H 0.9501 -2.3344 0.2695  0.34

A cluster of 15 separate species, C22H74O22 in total at a distorted geometry, computed with ωB97M-V with the def2-TZVPD basis set.

Output
orbital gap = 8.9013 eV
energy above the lowest of the compared OMol25 structures with the same formula, charge and spin = 1.629 eV
total energy = -2537.5878 hartree

Each line ends with the Mulliken charge.
Positions of all 118 atoms, in Å:
1 C 10.7815 -9.3801 -15.1314  -0.99
2 O 10.9148 -9.2809 -16.5280  -0.49
3 H 11.7209 -9.4654 -14.5850  0.38
4 H 10.2953 -8.5014 -14.7076  0.26
5 H 10.1868 -10.2519 -14.8589  0.29
6 H 11.7873 -9.5681 -16.8072  0.27
7 C 6.1888 -7.4844 -19.1298  -0.09
8 O 6.9936 -8.3899 -19.8018  -0.39
9 H 6.7512 -7.0228 -18.3182  -0.12
10 H 5.8812 -6.7124 -19.8352  0.12
11 H 5.1759 -7.7918 -18.8695  0.35
12 H 7.7796 -8.6396 -19.3104  -0.01
13 C 7.1113 -9.5042 -23.1691  -0.69
14 O 8.1882 -8.5650 -23.3329  -0.55
15 H 7.0787 -10.3595 -23.8440  0.28
16 H 7.2083 -9.8710 -22.1473  0.16
17 H 6.1709 -9.0002 -23.3921  0.41
18 H 7.8057 -7.6846 -23.3178  0.24
19 C 8.7721 -6.0277 -16.1562  0.25
20 O 7.5570 -6.4154 -15.6630  -0.50
21 H 9.6041 -6.7048 -15.9625  -0.63
22 H 8.8028 -5.9699 -17.2442  -0.12
23 H 8.9288 -4.9745 -15.9235  0.57
24 H 7.1863 -5.7034 -15.1364  0.25
25 C 15.2432 -5.9224 -20.5646  -0.23
26 O 15.1644 -5.3458 -21.8742  -0.52
27 H 15.6740 -5.2143 -19.8567  0.36
28 H 14.2199 -6.1615 -20.2752  -0.17
29 H 15.8357 -6.8350 -20.6294  0.30
30 H 14.8065 -4.4561 -21.8304  0.29
31 C 11.3737 -6.2635 -23.9595  -0.46
32 O 10.1995 -5.5511 -24.3439  -0.48
33 H 11.2828 -6.9357 -23.1063  -0.09
34 H 11.6497 -6.9884 -24.7252  0.50
35 H 12.2577 -5.6637 -23.7430  0.34
36 H 9.4596 -6.1110 -24.5900  0.25
37 C 12.4899 -5.7450 -15.7400  0.07
38 O 13.5256 -5.7909 -14.7391  -0.59
39 H 11.6392 -5.1375 -15.4311  0.22
40 H 12.9005 -5.1607 -16.5634  -0.03
41 H 12.2122 -6.7474 -16.0659  -0.01
42 H 13.2179 -6.2283 -13.9418  0.30
43 C 10.0006 -12.0182 -18.9829  -0.33
44 O 9.3463 -11.3062 -20.0149  -0.48
45 H 9.3790 -12.7845 -18.5198  0.33
46 H 10.9038 -12.4756 -19.3867  0.26
47 H 10.2851 -11.3581 -18.1636  -0.16
48 H 9.7478 -10.4342 -20.0214  0.18
49 C 7.8157 -4.1576 -19.9037  1.13
50 C 6.4343 -4.0491 -19.1454  -0.81
51 O 6.1127 -2.6742 -19.0156  -0.58
52 O 7.6438 -3.9579 -21.2714  -0.42
53 H 8.2043 -5.1548 -19.6973  -0.72
54 H 8.5379 -3.4372 -19.5195  -0.07
55 H 6.6346 -4.4253 -18.1422  0.29
56 H 5.6443 -4.5623 -19.6937  0.39
57 H 6.5716 -2.3419 -18.2406  0.37
58 H 6.8794 -3.3773 -21.2873  0.36
59 C 10.1407 -7.3880 -20.2173  0.68
60 C 11.0839 -6.1896 -20.1477  0.24
61 O 11.4550 -5.8851 -18.7928  0.00
62 O 10.6980 -8.5755 -19.7065  0.89
63 H 9.7667 -7.5624 -21.2262  -0.30
64 H 9.2622 -7.1247 -19.6282  -0.81
65 H 10.5798 -5.2687 -20.4407  0.15
66 H 11.8417 -6.3153 -20.9210  -0.06
67 H 11.9638 -5.0716 -18.7611  -0.09
68 H 10.7445 -8.4763 -18.7527  -0.42
69 C 6.8995 -9.7173 -15.4778  -0.56
70 C 7.6191 -9.9928 -16.8593  -0.33
71 O 8.3644 -8.8347 -17.2607  0.84
72 O 5.9566 -8.6543 -15.6732  -0.59
73 H 7.6339 -9.3930 -14.7405  0.20
74 H 6.3640 -10.6091 -15.1522  0.41
75 H 6.8452 -10.2670 -17.5763  0.23
76 H 8.2776 -10.8600 -16.9083  0.27
77 H 9.2717 -8.8308 -16.9470  -0.42
78 H 6.4819 -7.8590 -15.7882  0.42
79 C 11.3350 -12.1196 -23.7204  -0.86
80 C 10.1079 -11.2349 -23.3838  -0.09
81 O 10.5785 -9.9607 -22.9789  -0.02
82 O 12.1317 -12.2764 -22.5551  -0.60
83 H 11.9607 -11.6699 -24.4913  0.27
84 H 11.0126 -13.1125 -24.0340  0.39
85 H 9.5895 -11.7212 -22.5575  0.16
86 H 9.4240 -11.0664 -24.2157  0.38
87 H 9.8213 -9.3723 -22.9324  0.08
88 H 12.1655 -11.4383 -22.0882  0.33
89 C 13.7181 -8.7386 -22.2027  0.61
90 C 13.7306 -9.6360 -20.9830  -0.52
91 O 12.4819 -10.2345 -20.6889  -0.47
92 O 13.1945 -9.5225 -23.2165  -0.56
93 H 14.6998 -8.3692 -22.4991  0.35
94 H 13.1095 -7.8656 -21.9672  -0.62
95 H 14.0744 -9.0803 -20.1106  0.44
96 H 14.4368 -10.4550 -21.1192  0.29
97 H 11.8798 -9.5529 -20.3815  0.42
98 H 12.2550 -9.6906 -23.1129  0.32
99 C 11.3737 -2.0058 -17.4415  -0.24
100 C 12.2757 -2.1886 -18.7315  -0.01
101 O 12.8765 -3.4888 -18.7864  -0.41
102 O 12.1133 -1.6152 -16.2882  -0.57
103 H 10.8293 -2.9264 -17.2314  -0.01
104 H 10.6338 -1.2301 -17.6389  0.43
105 H 13.0366 -1.4266 -18.9003  0.48
106 H 11.6316 -2.2032 -19.6107  -0.16
107 H 13.6936 -3.3787 -19.2782  0.16
108 H 12.8085 -2.2689 -16.1837  0.33
109 C 9.5605 -1.8789 -23.3903  -0.42
110 C 10.7116 -2.3811 -22.4948  0.70
111 O 11.7626 -1.5009 -22.4681  -0.55
112 O 8.9368 -0.6939 -22.8977  -0.58
113 H 8.8276 -2.6856 -23.4042  0.21
114 H 9.9134 -1.8136 -24.4195  0.36
115 H 11.0688 -3.3368 -22.8784  -0.07
116 H 10.3519 -2.6953 -21.5150  -0.41
117 H 11.3829 -0.6932 -22.1143  0.39
118 H 8.0491 -0.5314 -23.2251  0.31

A cluster of 2 separate species, C4H12N3O in total at a distorted geometry, computed with ωB97M-V with the def2-TZVPD basis set.

Output
orbital gap = 10.8793 eV
energy above the lowest of the compared OMol25 structures with the same formula, charge and spin = 0.482 eV
total charge = +1
total energy = -398.8996 hartree

Each line ends with the Mulliken charge.
Positions of all 20 atoms, in Å:
1 C -0.8440 1.4464 -2.6974  -0.69
2 N -1.5060 1.1193 -1.4234  -0.19
3 C -0.9411 0.8098 -0.3117  0.72
4 N -1.5218 0.4306 0.8050  -0.25
5 H -0.6446 2.5070 -2.8144  0.30
6 H -1.4446 0.9415 -3.4094  0.34
7 H 0.1718 0.9226 -2.6336  0.24
8 H -2.5034 1.2385 -1.3579  0.22
9 H 0.1492 0.6816 -0.3934  -0.23
10 H -2.5373 0.4944 0.9327  0.22
11 H -0.8854 0.1383 1.5662  0.28
12 C 2.2126 -0.1129 0.5385  -1.04
13 C 1.1068 -0.9563 1.0689  0.47
14 N 0.8418 -2.0636 0.2870  -0.28
15 O 0.5681 -0.7347 2.1622  -0.69
16 H 3.1693 -0.3908 0.9381  0.34
17 H 2.0388 0.9586 0.9101  0.33
18 H 2.1577 0.0029 -0.6015  0.39
19 H 0.3147 -2.8126 0.6342  0.25
20 H 1.5649 -2.3312 -0.3379  0.24

A structure of composition C19H24Cl2NO6Rb at a distorted geometry, computed with ωB97M-V with the def2-TZVPD basis set.

Output
orbital gap = 6.0459 eV
energy above the lowest of the compared OMol25 structures with the same formula, charge and spin = 0.676 eV
total energy = -2189.0227 hartree

Each line ends with the Mulliken charge.
Positions of all 53 atoms, in Å:
1 Rb 0.5663 -0.1978 -0.5381  1.16
2 C -0.9422 1.0762 2.8402  -0.68
3 C -0.1769 2.3911 2.8861  -0.71
4 O 0.2326 2.8509 1.6100  -0.20
5 C -0.6763 3.6471 0.8733  -0.68
6 C -1.3717 2.8974 -0.2488  -0.56
7 O -0.4962 2.1693 -1.0890  -0.21
8 C 0.4482 2.9090 -1.8554  -0.75
9 C 1.8302 2.9037 -1.2333  -0.27
10 O 2.3436 1.5777 -1.2800  -0.28
11 C 3.4857 1.3478 -0.4492  -0.83
12 C 3.1585 1.1964 1.0253  -0.04
13 O 2.4998 -0.0467 1.2395  -0.28
14 C 2.0080 -0.2681 2.5586  -0.38
15 C 0.5880 -0.8031 2.4961  -0.94
16 O -0.3567 0.1342 1.9743  -0.19
17 H -1.9558 1.2435 2.4708  0.31
18 H -1.0257 0.6841 3.8600  0.41
19 H 0.7361 2.2807 3.4697  0.31
20 H -0.7958 3.1431 3.3882  0.45
21 H -0.1020 4.4786 0.4594  0.35
22 H -1.4433 4.0807 1.5241  0.49
23 H -1.9457 3.6282 -0.8318  0.41
24 H -2.0657 2.1579 0.1523  0.17
25 H 0.1140 3.9413 -2.0022  0.42
26 H 0.5015 2.4302 -2.8334  0.37
27 H 1.7727 3.2563 -0.2001  0.22
28 H 2.4860 3.5792 -1.7953  0.39
29 H 4.2086 2.1609 -0.5663  0.40
30 H 3.9407 0.4263 -0.8092  0.33
31 H 2.5153 2.0169 1.3605  0.05
32 H 4.0927 1.2434 1.5954  0.41
33 H 2.0554 0.6570 3.1373  0.26
34 H 2.6337 -1.0118 3.0586  0.45
35 H 0.2844 -1.1442 3.4905  0.47
36 H 0.5676 -1.6538 1.8070  0.28
37 Cl 2.1805 -4.9691 -1.6102  -0.25
38 C 0.5039 -4.5223 -1.7934  0.44
39 C -0.3421 -5.3921 -2.4861  -0.56
40 C -1.6673 -5.1102 -2.6426  0.63
41 Cl -2.6908 -6.2350 -3.5100  -0.30
42 C -2.2060 -3.9141 -2.1203  -0.01
43 C -3.5641 -3.5421 -2.2478  -0.67
44 C -3.9972 -2.3542 -1.7387  -0.90
45 C -3.0665 -1.5126 -1.1020  -0.09
46 N -1.8020 -1.8207 -0.9533  -0.06
47 C -1.3472 -3.0159 -1.4338  0.17
48 C 0.0699 -3.3216 -1.2002  -0.29
49 O 0.8166 -2.5510 -0.5232  -0.83
50 H 0.0625 -6.3090 -2.8954  0.44
51 H -4.2474 -4.2126 -2.7522  0.39
52 H -5.0334 -2.0513 -1.8263  0.39
53 H -3.3848 -0.5496 -0.7097  0.38

- Look up the total energy of the fourth one.
  -2189.0227 hartree

- Which of these has the highest total energy?
  C4H12N3O